Density functional theory data (ωB97M-V/def2-TZVPD) for 3 unconnected molecules or ions with the total composition C40H34NO5 at a distorted geometry.

```
80
C40H34NO5 (ωB97M-V/def2-TZVPD)
C 7.310 4.465 -2.384
C -4.589 -0.788 -0.716
C 9.469 5.417 -1.611
C 2.480 -0.477 -0.142
C 4.554 2.380 -3.868
O -5.089 -3.940 2.949
C -5.831 0.813 4.257
C 6.608 3.398 -3.153
C 1.291 -0.996 0.288
H -5.491 -6.111 4.123
H -5.910 1.890 4.321
O -4.615 0.434 0.016
C 0.235 -1.054 -0.594
C -5.879 -5.652 5.022
C -5.988 -4.269 5.103
H -5.572 -0.805 -1.198
C 8.820 2.451 -3.865
C 1.570 -0.086 -2.298
C 0.372 -0.613 -1.887
C -3.809 0.826 -2.082
C -6.665 -2.200 6.356
C 9.519 3.476 -3.043
H 11.465 2.697 -3.496
C 10.906 3.459 -2.970
O 6.678 5.318 -1.796
C -6.882 -4.472 7.335
C -5.166 -1.157 3.052
H 7.217 0.758 -5.192
H 12.651 4.398 -2.160
H -2.664 -0.530 -0.991
H -0.706 -1.491 -0.266
C 6.657 1.483 -4.618
C 10.852 5.398 -1.546
C -6.262 -6.440 6.095
C -5.259 0.219 3.135
H -3.172 1.317 -2.815
H 3.291 -0.429 0.576
H -7.042 -6.466 8.096
H -1.542 -2.552 -3.617
H -4.885 0.830 2.327
H 3.471 2.345 -3.855
H 4.662 4.084 -2.570
C 11.570 4.415 -2.220
H -7.270 -4.014 8.234
C 5.220 3.356 -3.145
C 7.329 2.451 -3.881
H -1.312 0.281 -2.913
C -0.768 -0.668 -2.905
H 1.714 0.275 -3.311
H 8.910 6.178 -1.084
H -4.722 -1.619 2.180
H 4.750 0.692 -5.184
N -3.451 -0.547 -1.652
H -3.466 -1.162 -3.708
C -5.635 -1.954 4.085
C -6.505 -3.678 6.260
H -3.704 -2.496 -2.512
H -0.290 -0.736 -3.885
H -6.172 -7.516 6.032
H 1.141 -1.366 1.295
H -6.737 0.480 6.172
O 9.444 1.628 -4.501
H -1.497 -2.489 -1.850
C 8.797 4.452 -2.351
C 5.273 1.449 -4.612
C -5.536 -3.434 3.962
H 11.374 6.148 -0.966
H -4.421 2.380 -0.701
H 3.561 0.414 -1.761
C -6.755 -5.849 7.254
H -4.816 0.842 -2.502
C -1.685 -1.903 -2.751
C 2.626 -0.020 -1.423
H -2.820 1.513 -0.306
C -3.196 -1.557 -2.730
C -3.852 1.456 -0.662
O -7.161 -1.688 7.335
C -6.191 -1.362 5.217
C -6.296 0.023 5.296
H -4.513 -1.703 -0.125
```

Values from the calculation:
- strongest force on any atom (eV/Å) = 2.31
- highest occupied orbital energy (eV) = -11.092
- E (eV) = -53752.784
- orbital gap (Ha) = 0.3068
- net charge = +1
- energy above the lowest of the compared OMol25 structures with the same formula, charge and spin (kcal/mol) = 8.9

---

Density functional theory data (ωB97M-V/def2-TZVPD) for a molecular structure, C40H35AuFNO3P2 at a distorted geometry.

```
83
C40H35AuFNO3P2 (ωB97M-V/def2-TZVPD)
C -0.327 -3.683 2.394
C 2.307 -2.238 1.010
N -3.539 4.516 -1.055
C -3.278 7.328 -1.653
C -2.284 5.083 -1.127
H -5.334 7.119 -2.243
H 5.286 0.364 0.518
H 2.583 -4.043 -1.428
C 2.994 2.027 0.627
C 0.728 -3.605 -4.226
C -4.749 5.351 -1.179
H -1.105 -2.500 -4.343
H -2.101 -6.419 0.319
H 0.984 4.178 -0.740
C 5.841 -1.354 -2.339
C 3.804 4.106 -0.294
C -2.584 2.361 -0.627
H 3.911 5.750 1.066
C 3.664 4.704 0.951
C 0.780 -2.870 -1.556
C -0.821 6.988 -1.357
H 3.594 2.313 -1.425
H 2.470 2.067 2.718
H -2.190 -6.472 2.778
C 3.499 -0.889 -2.089
O -2.071 0.084 -0.013
C -4.448 6.493 -2.149
C -0.261 -3.664 0.996
O -4.161 0.675 -0.496
C -5.961 4.561 -1.660
H 6.648 -1.797 -2.901
C 4.542 -1.448 -2.811
H -4.638 2.804 -0.707
Au 0.128 0.000 -0.157
H -3.009 8.082 -2.392
H 4.334 -1.961 -3.738
C 1.784 -3.688 -2.064
H -4.226 6.082 -3.136
C 2.566 -0.845 1.593
H -4.951 5.768 -0.183
C -2.977 0.865 -0.341
H 0.155 -2.908 2.976
H 4.170 4.678 -1.134
C -1.602 -5.652 0.893
H -0.653 8.041 -1.518
C 5.081 -0.147 -0.413
H 2.343 -2.995 1.798
C 3.474 2.776 -0.455
H 3.552 -0.802 2.066
H -6.743 5.265 -1.932
H 3.117 4.431 2.999
C -0.264 -2.441 -2.382
C 2.845 2.631 1.875
F 1.496 6.703 -1.082
C -3.646 3.222 -0.791
H 0.718 -3.878 -5.270
C 3.199 3.963 2.029
H -5.714 3.981 -2.547
C -1.252 2.816 -0.720
C 3.771 -0.254 -0.883
C 0.278 6.167 -1.125
C -1.151 4.267 -0.930
C 0.134 4.815 -0.928
P 0.655 -2.343 0.171
H -1.052 -1.821 -1.970
C -0.291 -2.817 -3.711
C -2.095 6.462 -1.375
H 7.126 -0.610 -0.793
H 2.514 -4.698 -3.798
H -3.558 7.851 -0.734
C 1.749 -4.050 -3.400
H 3.070 -2.472 0.260
O -0.190 2.168 -0.632
C -1.009 -4.703 3.028
P 2.463 0.359 0.205
C -0.929 -4.635 0.243
H -6.380 3.907 -0.901
C 6.112 -0.693 -1.149
H 2.479 -0.943 -2.451
C -1.646 -5.685 2.280
H -1.065 -4.737 4.105
H -0.891 -4.608 -0.837
H 1.808 -0.584 2.338
```

Values from the calculation:
- strongest force on any atom (eV/Å) = 5.37
- highest occupied orbital energy (eV) = -12.917
- E (eV) = -74655.438
- orbital gap (Ha) = 0.1772
- net charge = +2
- energy above the lowest of the compared OMol25 structures with the same formula, charge and spin (kcal/mol) = 15.3

---

Density functional theory data (ωB97M-V/def2-TZVPD) for a molecular structure, C40H35CrN7O5S.

```
89
C40H35CrN7O5S (ωB97M-V/def2-TZVPD)
H -5.946 -1.376 2.862
H -5.138 7.490 -2.599
H 2.940 -0.371 0.487
O -5.098 -1.341 4.679
H -2.201 1.265 -0.669
C -5.037 6.735 -1.817
C 3.055 0.505 -0.122
H -4.726 7.237 -0.901
H -3.376 -3.361 1.779
H -2.984 5.301 5.205
C -1.169 -2.337 -3.163
O -2.876 0.739 -1.134
C -2.196 2.698 2.700
N -1.522 -0.624 1.205
H -2.743 5.996 -0.543
H -2.800 5.628 2.922
H -3.027 2.548 3.374
H 0.426 4.324 -3.440
H 2.632 5.311 -3.668
H -5.165 -2.896 3.293
H 5.508 2.543 -1.200
C -3.821 -1.386 2.596
C -2.023 4.413 -1.792
H 0.871 1.549 2.917
C -2.922 5.412 -1.440
O -2.649 4.559 4.694
C -2.237 3.660 -2.931
C -2.062 5.058 3.501
C 0.998 2.690 -2.185
C 2.121 2.129 -1.476
C 3.605 3.851 -2.463
N -1.062 -0.630 -1.506
H -3.981 -0.439 -3.128
C -0.525 -1.700 -2.127
O -0.528 2.641 -4.681
C -1.577 3.913 2.662
H 4.605 4.247 -2.585
N 1.082 -0.267 1.964
N -0.195 2.041 -2.139
C 1.947 0.144 4.142
H -1.359 -2.588 0.603
N 1.962 1.033 -0.644
H -3.514 3.334 -4.622
C -2.291 -0.236 -1.836
C -2.424 -1.873 -3.549
H -1.224 5.728 3.719
C 0.779 -2.178 -1.546
C -4.048 5.671 -2.213
C -3.353 3.915 -3.720
H 0.828 -3.267 -1.538
C -1.724 1.628 1.899
C 3.415 2.708 -1.665
H 2.088 0.847 4.951
H -4.312 -1.665 5.131
C 2.515 4.422 -3.061
H 2.556 -3.031 3.127
C 1.431 -2.357 0.774
H -6.027 6.305 -1.648
C -5.064 -1.807 3.337
H 5.178 0.478 0.186
H 2.954 -1.495 5.097
H 0.768 3.148 0.340
N 0.868 -1.642 -0.205
C 4.528 2.107 -1.047
C -0.457 4.088 1.806
C 1.272 0.548 3.003
H 0.075 5.028 1.757
C -3.387 -0.092 2.646
C 4.354 0.989 -0.293
C -3.007 -0.829 -2.871
H -3.947 0.637 3.215
C -0.068 3.041 1.018
C 1.249 3.857 -2.923
C -4.246 4.911 -3.365
O 1.864 -3.502 0.736
H -5.117 5.097 -3.984
N -0.671 1.837 1.025
Cr 0.100 0.100 0.175
C 2.421 -1.155 4.219
H -2.949 -2.340 -4.372
S -1.213 2.235 -3.428
H -0.709 -3.190 -3.642
C 2.211 -2.007 3.145
H -1.155 4.221 -1.178
C -2.226 0.307 1.943
C 1.546 -1.528 2.038
C -1.957 -1.893 1.179
H 1.613 -1.811 -2.158
C -3.075 -2.324 1.840
```

Values from the calculation:
- strongest force on any atom (eV/Å) = 0.72
- spin multiplicity = 5
- highest occupied orbital energy (alpha / beta) (eV) = -5.454 / -6.613
- E (eV) = -101975.102
- orbital gap (alpha / beta) (Ha) = 0.1893 / 0.2163
- ⟨S²⟩ = 6.041
- energy above the lowest of the compared OMol25 structures with the same formula, charge and spin (kcal/mol) = 0.0

---

Density functional theory data (ωB97M-V/def2-TZVPD) for a molecular structure, C40H35I2N5O2PSSe2Zr at a distorted geometry.

```
89
C40H35I2N5O2PSSe2Zr (ωB97M-V/def2-TZVPD)
H 3.089 7.618 -0.960
C 1.977 7.573 -0.984
H 1.842 -1.161 -5.659
C 3.415 -5.053 -1.813
H 2.569 1.063 -6.494
C -4.220 -1.670 -1.757
C 3.820 -3.621 2.467
N 0.223 1.314 4.652
C -2.941 -1.134 -1.409
H 3.950 -4.618 -3.874
N -1.903 -0.173 2.333
C 3.661 -4.202 -2.906
C 2.009 4.636 -0.503
Se -0.397 -2.808 0.926
C 0.557 4.944 -4.043
C -5.724 -0.218 4.724
C 2.895 -2.368 -1.596
H 2.878 -5.179 0.223
H 1.575 7.394 -0.004
H 3.669 -6.086 -1.904
H -5.244 -3.464 5.262
H 1.225 4.570 0.279
H 0.682 -4.942 2.382
C 0.326 0.396 -1.785
H 0.023 4.338 -4.768
O 0.036 1.299 -0.867
C 1.915 2.145 -4.758
H -5.513 -1.606 1.308
H 1.564 -6.329 4.033
H -6.302 0.632 5.046
Zr -0.327 -0.173 0.664
C 0.900 0.722 -3.064
C -3.958 -1.046 3.344
C 3.432 -2.847 -2.810
H 3.684 -2.158 -3.537
C -3.494 -1.044 0.848
C 0.433 6.320 -4.111
C 4.413 -4.532 3.375
C 1.064 4.416 -2.865
H 1.073 1.834 4.541
Se 2.269 -0.520 1.276
C -4.777 0.019 3.757
C -5.934 -1.457 5.274
N 0.946 2.983 -2.652
H 5.415 -4.337 3.751
H 2.266 3.112 -5.120
H 4.064 -6.126 4.707
H -2.182 -1.028 -2.176
H 1.570 8.606 -1.112
C -0.415 0.946 3.525
C 1.708 -4.803 2.625
H -4.798 0.986 3.342
I -7.504 3.158 1.419
N -1.319 0.038 3.529
S 0.098 1.876 2.082
C 2.484 -3.236 -0.604
O 0.054 -0.800 -1.457
C 1.323 2.050 -3.470
H -0.123 6.777 -4.907
H 2.417 3.607 -0.692
N -2.615 -0.882 -0.144
H -6.125 -2.182 -0.913
C 1.517 6.604 -2.041
C 0.974 7.177 -3.165
H 0.837 8.183 -3.346
H 2.720 -1.301 -1.486
H 0.739 -1.391 -3.510
C -5.144 -1.764 -0.792
C -4.179 -2.326 3.819
C 2.073 0.959 -5.468
H -3.523 -3.189 3.494
H 2.820 5.226 -0.133
H -0.039 0.892 5.532
C 2.893 -4.533 -0.635
C 1.540 5.242 -1.805
P 1.745 -2.656 0.886
C -4.752 -1.444 0.519
C 3.641 -5.514 3.936
H -4.413 -1.774 -2.797
C 1.713 -0.343 -5.056
C 2.442 -3.706 2.180
H -6.718 -1.672 5.935
I -4.850 3.211 0.880
H 0.601 2.717 -1.775
H 4.428 -2.805 2.029
C -5.141 -2.507 4.870
C -3.036 -0.764 2.217
C 1.115 -0.424 -3.842
C 2.304 -5.667 3.570
```

Values from the calculation:
- strongest force on any atom (eV/Å) = 4.58
- highest occupied orbital energy (eV) = -9.839
- E (eV) = -221892.574
- orbital gap (Ha) = 0.2231
- net charge = +1
- energy above the lowest of the compared OMol25 structures with the same formula, charge and spin (kcal/mol) = 29.4

---

Density functional theory data (ωB97M-V/def2-TZVPD) for a molecular structure, C40H35NP2PdS3 at a distorted geometry.

```
82
C40H35NP2PdS3 (ωB97M-V/def2-TZVPD)
H 3.387 -2.189 -3.118
C 5.256 -0.106 -1.646
Pd 0.795 1.097 -0.661
C -2.827 3.071 -2.285
C -1.167 2.393 6.088
H 3.490 -1.780 0.718
C 1.803 -0.366 5.557
H -4.337 3.551 6.154
C 4.488 1.037 -1.692
C -0.332 -0.861 4.574
H 2.600 0.346 5.728
H 3.692 -0.479 -4.868
C 3.312 3.177 -1.818
H -1.917 2.431 2.797
C -3.282 0.400 -2.795
H -2.657 4.122 -2.078
H 2.132 0.323 0.697
C -1.841 2.149 -1.928
C -2.825 -3.964 -1.068
H -1.076 -2.840 4.899
C 2.972 0.160 0.002
C -3.405 3.174 5.749
N 2.738 2.414 -0.957
C -3.989 2.683 -2.924
H 2.268 -3.004 -1.199
C 0.699 0.038 4.821
C -0.559 2.602 -1.332
C -2.721 -4.614 -2.288
C -4.216 1.340 -3.186
H 1.959 1.259 -5.200
H 0.045 3.111 -2.113
H -0.244 -2.044 -4.713
H -0.328 2.166 6.733
H 0.917 -2.084 -0.502
C 1.864 -1.649 6.070
C 1.322 -2.514 -1.423
H -3.278 -4.460 -0.218
H 6.127 -0.209 -2.279
H -0.748 3.335 -0.528
H 0.873 -3.543 6.241
C 0.826 -2.537 5.840
P -0.916 -0.410 -1.479
C 0.521 -0.446 -2.631
C 2.802 -0.473 -4.252
C -2.359 2.860 6.604
H -2.145 -4.441 -4.336
C 4.880 -1.114 -0.766
H 2.977 4.152 -2.107
S 1.975 2.869 4.923
C 1.829 0.502 -4.434
C -2.059 2.553 3.863
H -1.854 -2.325 -5.388
S 4.680 2.449 -2.701
H 5.479 -2.015 -0.709
C -3.255 3.018 4.381
H 2.723 -1.961 6.654
S 0.485 1.505 2.106
C -2.093 0.787 -2.179
H -5.125 1.027 -3.685
C -1.312 -1.922 -4.529
C -0.270 -2.141 5.087
H -4.721 3.425 -3.224
C -2.191 -3.941 -3.374
P 0.624 1.713 4.065
H -3.487 -0.649 -2.964
C -1.772 -1.994 -2.027
H 0.613 -3.261 -1.786
H -1.516 -0.856 -4.453
H -1.169 -0.544 3.966
C -1.016 2.235 4.717
C -1.740 -2.632 -3.277
H -3.064 -5.635 -2.397
C 2.629 -1.428 -3.266
H -0.063 1.264 -3.793
H -2.356 -2.171 0.005
C 1.507 -1.436 -2.450
C 0.704 0.512 -3.639
H -4.073 3.265 3.716
C 3.358 1.201 -0.856
C 3.755 -0.980 0.039
H -2.473 2.989 7.674
C -2.324 -2.685 -0.948
```

Values from the calculation:
- strongest force on any atom (eV/Å) = 1.25
- highest occupied orbital energy (eV) = 0.336
- E (eV) = -98102.819
- orbital gap (Ha) = 0.1389
- net charge = -2
- energy above the lowest of the compared OMol25 structures with the same formula, charge and spin (kcal/mol) = 23.3

---

Density functional theory data (ωB97M-V/def2-TZVPD) for a molecular structure, C40H35OSn at a distorted geometry.

```
77
C40H35OSn (ωB97M-V/def2-TZVPD)
C -1.617 7.347 -3.476
C -0.708 -4.586 4.187
C -3.918 6.606 -3.576
C 4.431 1.414 3.285
H 0.000 -3.762 6.043
C 4.167 1.100 1.943
H 2.573 -0.997 4.771
H -1.003 2.400 0.575
C -2.090 1.767 -4.715
C -0.651 -4.530 2.784
C 2.829 2.151 -3.624
H -1.918 -1.402 -5.959
C 3.299 0.067 1.603
C 2.978 -0.400 3.970
H 1.436 -7.533 7.797
H -1.437 -7.930 3.731
H 4.553 2.775 -2.470
C 0.811 -7.630 6.902
Sn -1.501 2.917 -2.947
C 0.679 2.919 -2.825
H 0.092 -5.581 7.009
H -3.305 8.676 -3.747
H 1.704 -1.864 1.097
C 0.168 -3.608 2.163
H -1.240 -5.240 2.203
H 0.723 4.173 -1.056
C 0.954 -2.670 2.909
H -3.009 2.925 -0.734
H -1.046 -0.227 -1.064
C -1.292 1.693 -0.211
C 1.762 -1.749 2.182
H 3.098 -0.169 0.551
H 3.419 1.589 -4.350
C 3.465 2.814 -2.568
H -4.244 4.478 -3.366
C -0.019 -8.949 5.037
H -0.036 -9.877 4.454
H -2.981 3.461 -5.731
C -3.161 1.637 -6.881
C 2.650 -0.724 2.615
H -3.170 -0.313 -7.821
H 0.116 0.184 0.326
C -2.865 0.271 -6.950
H 1.366 -2.058 4.949
C 0.048 -6.532 6.476
C -1.780 0.409 -4.777
H 0.225 -3.586 1.072
C -0.811 -7.876 4.623
H -0.878 8.149 -3.510
C 1.433 2.212 -3.761
C 1.304 3.597 -1.781
H 4.013 0.901 5.338
C -2.141 4.994 -3.248
H 5.109 2.231 3.545
C 0.832 -2.752 4.325
O -1.464 -5.583 4.801
C -2.979 7.642 -3.609
H -1.237 -0.081 -3.965
C 0.777 -8.831 6.183
C 2.702 3.539 -1.648
H -2.986 1.255 -1.478
C -1.196 6.017 -3.306
C -0.688 0.494 -0.336
C -2.167 -0.340 -5.903
H 1.381 -9.677 6.512
C -2.389 2.100 -1.109
C -0.757 -6.674 5.340
C -2.762 2.392 -5.765
H 3.191 4.069 -0.828
C 3.822 0.662 4.292
C -3.499 5.277 -3.391
H 4.653 1.674 1.155
C 0.042 -3.696 4.956
H 0.948 1.704 -4.598
H -0.129 5.795 -3.223
H -4.980 6.828 -3.699
H -3.699 2.122 -7.698
```

Values from the calculation:
- strongest force on any atom (eV/Å) = 1.55
- highest occupied orbital energy (eV) = -1.970
- E (eV) = -49924.796
- orbital gap (Ha) = 0.1476
- net charge = -1